Record 1
The following is a DFT calculation (ωB97M-V with the def2-TZVPD basis set) of one molecule with the formula C7H15FOS.

The value obtained for the highest occupied orbital energy is -9.10 eV. The value obtained for the total energy is -23100.0592 eV. As for the gap between HOMO and LUMO: 9.889 eV. Its energy relative to the best compared isomer or geometry (same formula, charge and spin) is 38.4 kcal per mole. For the largest force on an atom, the calculation gives 5.071 eV/A.

Each line ends with the Mulliken charge.
Element x y z (Å)
C1 2.116 -2.096 -0.181  -1.0818
C2 1.634 1.230 -0.974  -1.4605
C3 -0.546 1.321 1.324  -1.2112
C4 -3.333 0.066 -0.157  -0.9123
C5 1.441 -0.880 0.487  -0.4706
C6 0.815 0.044 -0.459  0.5140
C7 -0.651 0.561 0.036  0.1339
O1 -1.819 -2.023 -0.297  -0.5981
F1 -1.361 1.491 -0.757  -0.3840
S1 -1.948 -0.866 0.576  0.5131
H1 2.452 -1.539 -1.180  0.2371
H2 1.407 -2.854 -0.318  0.2883
H3 2.945 -2.457 0.426  0.3461
H4 1.877 1.983 -0.249  0.3463
H5 1.181 1.655 -1.884  0.3719
H6 2.639 0.893 -1.384  0.3628
H7 0.166 0.819 2.032  0.3064
H8 0.033 2.291 1.252  0.3466
H9 -1.553 1.383 1.819  0.3606
H10 -4.290 -0.410 0.056  0.3620
H11 -3.190 0.125 -1.334  0.2519
H12 -3.460 1.093 0.170  0.3383
H13 0.718 -0.990 1.313  0.3570
H14 2.250 -0.378 1.077  0.3486
H15 0.476 -0.462 -1.395  0.3336

***

Record 2
The following is a DFT calculation (ωB97M-V with the def2-TZVPD basis set) of C7H15N as an isolated structure.

The value obtained for the highest occupied orbital energy is -8.24 eV. The value obtained for the total energy is -8984.6523 eV. As for the gap between HOMO and LUMO: 9.299 eV. Its energy relative to the best compared isomer or geometry (same formula, charge and spin) is 180.7 kcal per mole. For the largest force on an atom, the calculation gives 7.659 eV/A.

Each line ends with the Mulliken charge.
Element x y z (Å)
C1 -2.046 -0.159 0.329  -0.3704
C2 -1.401 -1.517 -0.048  -0.9756
C3 0.009 -1.056 -0.077  -0.3338
C4 1.365 -1.560 0.005  -0.9332
C5 1.749 0.991 0.273  -0.5031
C6 0.068 1.763 0.059  -0.6419
C7 -1.207 1.076 -0.392  -0.9488
H1 -2.062 -0.143 1.463  0.2566
H2 -3.093 0.164 -0.141  0.3438
H3 -1.413 -2.009 -1.138  0.2334
H4 -1.556 -2.452 0.471  0.3758
H5 0.000 -0.547 0.783  0.6327
H6 0.039 -0.279 -0.837  0.3337
H7 1.527 -1.608 1.141  0.2775
H8 2.247 -2.581 -0.194  0.2510
H9 2.382 -0.307 -1.207  0.2562
H10 2.211 1.940 -0.036  0.3413
H11 1.888 0.683 1.289  0.3219
H12 -0.082 2.436 1.148  0.2268
H13 0.317 2.645 -0.613  0.4111
H14 -1.008 0.889 -1.413  0.5058
H15 -2.117 1.909 -0.622  0.2971
N1 2.184 -0.280 -0.242  -0.3581

***

Record 3
The following is a DFT calculation (ωB97M-V with the def2-TZVPD basis set) of C7H15N as an isolated structure.

The value obtained for the highest occupied orbital energy is -7.54 eV. The value obtained for the total energy is -8989.0123 eV. As for the gap between HOMO and LUMO: 8.497 eV. Its energy relative to the best compared isomer or geometry (same formula, charge and spin) is 80.2 kcal per mole. For the largest force on an atom, the calculation gives 2.542 eV/A.

Each line ends with the Mulliken charge.
Element x y z (Å)
C1 1.044 0.320 -0.119  0.7619
C2 -0.078 -1.767 0.969  -1.2934
C3 -1.841 -0.042 -1.459  -1.4199
C4 1.440 1.660 0.501  -1.3090
C5 2.276 -0.417 -0.613  -1.7262
C6 -0.065 -0.411 0.336  0.2614
C7 -1.257 0.300 -0.083  0.5904
N1 -2.285 0.448 0.882  -0.4948
H1 -0.313 1.166 -0.613  0.0087
H2 -2.051 0.404 1.862  0.1897
H3 -3.147 0.867 0.566  0.1946
H4 -1.082 -2.193 0.984  0.3895
H5 0.307 -1.749 1.994  0.2829
H6 0.563 -2.455 0.410  0.3041
H7 -1.049 -0.157 -2.195  0.3225
H8 -2.513 0.746 -1.808  0.3974
H9 -2.412 -0.973 -1.389  0.3646
H10 1.903 1.507 1.483  0.3127
H11 2.152 2.212 -0.116  0.3522
H12 0.591 2.330 0.637  0.4063
H13 2.044 -1.414 -0.986  0.4156
H14 2.748 0.147 -1.421  0.3975
H15 3.026 -0.528 0.179  0.2914

***

Record 4
The following is a DFT calculation (ωB97M-V with the def2-TZVPD basis set) of a 2-piece molecular cluster, C7H15N overall.

The structure (SMILES) is C=CC=C.CC(C)N. The value obtained for the highest occupied orbital energy is -9.05 eV. The value obtained for the total energy is -8991.1030 eV. As for the gap between HOMO and LUMO: 10.044 eV. Its energy relative to the best compared isomer or geometry (same formula, charge and spin) is 32.0 kcal per mole. For the largest force on an atom, the calculation gives 0.521 eV/A.

Each line ends with the Mulliken charge.
Element x y z (Å)
C1 0.043 2.505 0.097  -0.7800
C2 0.238 1.790 -1.002  0.3828
C3 0.931 2.264 -2.195  -0.2207
C4 1.057 1.530 -3.296  -0.7921
H1 0.381 3.531 0.172  0.2537
H2 -0.473 2.099 0.956  0.2616
H3 -0.116 0.765 -1.023  0.1227
H4 1.316 3.279 -2.198  0.2686
H5 1.562 1.932 -4.166  0.2652
H6 0.671 0.520 -3.346  0.2517
C5 -1.716 -1.714 0.631  -1.2681
C6 -0.479 -2.164 1.408  0.5993
C7 0.777 -1.560 0.790  -1.2226
N1 -0.532 -1.810 2.825  -0.6447
H7 -1.668 -2.048 -0.409  0.3534
H8 -2.637 -2.116 1.064  0.3703
H9 -1.798 -0.620 0.633  0.2546
H10 -0.439 -3.255 1.314  0.1682
H11 1.634 -1.769 1.432  0.3710
H12 0.982 -2.003 -0.184  0.3971
H13 0.649 -0.481 0.692  0.1154
H14 -1.487 -1.814 3.165  0.2388
H15 -0.180 -0.867 2.955  0.2539